No. 1
Molecular formula: C56H52BrN4OP2SV
Method: DFT, ωB97M-V with the def2-TZVPD basis set

The geometry in XYZ format:
```
118
Properties=species:S:1:pos:R:3
O 18.0615 7.0887 12.9326
H 9.8041 9.9651 12.2175
H 21.4705 8.7080 12.0911
C 14.4727 10.4786 10.6344
H 15.8025 17.4515 13.9817
C 10.5467 10.6976 12.5647
H 18.4400 19.1328 9.6174
H 12.3983 12.0907 9.2263
H 21.0298 11.5347 12.1231
C 12.5904 11.9544 12.1278
C 10.9340 15.7295 8.8403
C 9.5863 16.0541 8.6926
Br 16.4787 11.8233 14.7355
H 14.8042 19.4806 11.9781
C 18.2110 10.3934 11.3937
C 18.0187 8.4352 12.7502
H 13.5587 15.5540 8.1897
C 17.5398 18.6675 10.0577
H 18.2866 10.8626 10.4097
S 20.8580 13.7360 16.2569
C 18.5132 16.0454 15.5989
C 16.7257 19.4575 10.8836
H 25.3243 10.8497 12.5642
H 18.5038 13.3585 6.1615
C 15.1534 17.5998 11.0427
C 16.6826 15.5388 13.5226
H 14.2274 17.1573 11.4498
H 14.4899 7.4039 12.1028
C 17.4166 16.9003 15.3455
H 8.1923 13.1745 9.8554
H 18.3630 6.6703 12.1113
H 13.2044 13.3602 13.7457
C 15.8998 16.0389 7.2088
C 23.0507 10.6506 10.7641
C 13.6699 15.2875 9.2469
C 16.2859 15.0403 8.1466
C 20.9955 12.2912 14.0684
H 9.5191 11.2545 14.3960
C 22.6932 11.6180 15.6004
C 11.6890 10.9159 11.7680
C 10.3329 11.4509 13.7333
P 14.0266 12.2135 11.0273
C 13.2066 12.8132 9.4242
C 17.4492 9.2211 13.7549
C 22.6026 8.6200 12.1601
H 11.7117 16.4613 8.5769
H 22.8701 7.9670 11.3295
H 21.4263 13.6853 9.4494
C 21.6120 12.4295 15.3206
H 7.5230 15.3598 9.0904
C 17.3034 10.5615 13.5165
N 19.9653 13.1999 13.8232
C 8.5910 15.1267 9.1730
H 17.1433 17.7108 16.0204
H 22.8371 8.0530 13.0926
H 17.8447 16.7130 9.2234
C 8.9877 13.8940 9.6475
H 25.3789 9.4155 11.5313
C 24.8720 9.8797 12.3677
C 20.5770 14.3843 9.3409
H 15.7742 16.4756 5.0749
P 15.4923 15.1124 9.8236
C 21.5982 11.5709 13.0447
C 17.7016 14.6333 13.7445
H 9.2740 16.9527 8.2027
C 23.3341 9.9676 12.1511
C 14.2781 9.4653 11.6251
H 15.0852 6.7423 9.8003
C 15.5217 18.9186 11.3581
C 10.3573 13.5928 9.9101
H 23.3904 11.6748 10.6962
C 23.2672 10.8408 14.6053
C 15.0741 7.7720 10.0710
C 16.2587 15.8911 5.8622
C 19.7727 14.0487 14.9167
H 23.5826 10.0879 9.9759
C 17.2279 17.3183 9.8198
N 17.7294 11.1837 12.3863
H 11.0160 13.1367 14.8841
H 19.2947 16.3335 16.3349
N 18.8031 13.7897 11.1429
H 25.0514 9.2796 13.2884
C 17.6862 14.0132 6.4713
C 11.2364 12.4823 14.0705
H 17.5712 13.1934 8.3789
H 15.7257 8.5689 8.1620
H 16.9196 8.8036 14.6161
H 20.1870 14.2699 8.3060
V 18.2631 13.0798 12.8171
C 15.1034 10.1244 9.4283
H 13.3346 16.2151 9.7248
C 22.7540 10.7948 13.3016
H 10.6067 12.6996 10.4626
H 17.5724 14.8298 4.5095
H 11.9431 10.2604 10.9452
N 12.7345 14.2125 9.5714
C 18.6682 14.9521 14.7859
C 16.0110 16.8251 10.2769
H 15.3740 10.9526 8.7673
C 19.6080 14.0401 10.3227
H 15.3253 16.9054 7.5579
H 18.9659 8.5069 10.8418
H 13.9101 9.6779 12.6223
H 23.1629 11.6498 16.6023
C 18.4698 9.0831 11.5777
C 15.3597 8.7745 9.1383
C 17.1578 14.8593 5.5235
C 11.3741 14.4914 9.4066
H 24.0841 10.1981 14.9184
C 16.5855 16.7029 14.2557
C 14.6376 8.1411 11.3441
C 17.1732 13.9908 7.7700
C 12.3901 12.7167 13.3276
H 20.8995 15.4251 9.5095
H 17.0036 20.4560 11.1782
H 15.9774 15.3480 12.7077
H 21.9900 10.5800 10.5464
H 13.9559 12.7475 8.5922
```

Results
charge: +2
Kohn-Sham gap (alpha / beta): 0.1615 / 0.1767 Eh
molecular weight: 1021.9 g/mol
LUMO (alpha / beta): -0.2383 / -0.2231 hartree
spin multiplicity: 3
energy above the lowest of the compared OMol25 structures with the same formula, charge and spin: 26.2 kcal per mole

Results of the Mulliken charge analysis, in e, for atoms 1 through 8: -0.55 0.42 -0.02 0.36 0.39 -0.63 0.40 0.79

---

No. 2
Molecular formula: C56H54AsBr2N5O7ReS2
Method: DFT, ωB97M-V with the def2-TZVPD basis set

The geometry in XYZ format:
```
128
Properties=species:S:1:pos:R:3
H -3.9296 -2.4946 -0.3590
H 5.0171 -2.0087 -2.9382
H -3.8023 -5.4146 -1.7366
S 0.9742 -0.5225 0.9842
H -0.5934 -2.3660 4.7287
H 0.3898 3.4440 -0.0699
O -0.2987 2.5824 1.9814
C 1.0566 3.4065 5.7693
H 4.8225 2.3070 3.3882
C 3.1312 -1.4373 -4.9090
H 0.9903 -2.4634 3.9375
C -1.1621 -3.4838 -2.5883
Br 1.7216 3.8624 7.4936
H -5.5063 -2.5059 0.4814
O -2.4228 -0.5552 -0.0943
H 5.0728 -0.2925 -3.3980
C 1.4432 -0.1200 -2.1689
H -6.6156 2.0916 0.3711
H -4.2495 1.4486 0.6786
H 3.4395 -2.3062 3.5614
C 0.8924 2.0534 5.4084
C -2.1237 0.3375 -2.9639
H 4.2567 1.6068 4.9069
C -1.2265 -3.8359 -0.2250
H -5.4285 5.8025 -1.3803
H 5.6394 0.8947 4.0699
H 4.7480 0.5683 0.8021
H 4.4853 -0.7740 -1.7914
H 1.9024 0.0936 -1.1874
H 1.9588 5.8532 -3.6332
H -0.8052 -3.6800 0.7570
C 0.7340 4.4264 4.9085
H -2.8166 -5.0537 0.5080
H -5.5570 -1.7259 2.6354
H 0.5820 0.2221 -4.9772
C 0.8064 2.2562 -2.7952
H 3.0178 -6.3313 -1.7595
H 4.1472 -1.0933 0.8692
C 0.8776 -0.3117 5.8154
C -0.7895 0.4068 -3.3461
C -0.6224 -3.2492 -1.3349
C -5.8290 2.7536 0.0483
C -2.8658 0.3408 3.2690
C 2.7701 -5.5511 -1.0546
C -4.5108 2.3898 0.2302
C 3.0989 -1.1448 -3.4040
C -2.3592 -4.6128 -0.3658
H -0.7044 -3.0861 -3.4803
H -1.0323 2.8066 -3.7408
H 1.5263 1.1325 7.2484
H 3.2451 -1.3162 5.0103
H -4.1347 -0.0652 -3.5731
S -2.4294 5.4123 -1.1129
C -2.9217 -0.5240 1.0452
C 1.6454 -3.4681 -0.5889
O 2.3952 -2.1486 -2.6976
H 4.8393 -1.4765 4.2591
H -1.1463 -0.4714 -6.5907
C 2.0612 2.7036 -2.4029
C 3.7710 -1.3971 4.0596
Re -0.7583 1.0668 0.7221
C 1.9697 -4.5031 -1.4644
H 0.4255 -1.7205 -3.1115
H 3.8291 -6.4509 0.5765
C -4.0635 -0.4679 3.5038
N -2.1498 3.0517 -0.0626
H -0.3996 -1.8263 3.0393
C 0.3695 4.4232 -3.7531
C 0.4253 1.7500 4.1042
C -2.3042 -4.2541 -2.7279
H 1.8859 -2.7272 1.4024
O 2.3878 0.0653 -3.2011
C -6.1662 3.9673 -0.5367
H 3.4671 -0.5450 -5.4305
C -3.8653 4.4944 -0.7354
C 0.3951 -0.5045 4.5023
H -3.5101 -0.6199 -5.8945
C -1.4247 -0.2569 -5.5691
C -3.0975 -0.0331 -3.8744
C -2.7517 -0.3370 -5.1787
C 4.6708 1.3713 3.9255
C 0.2591 4.1135 3.6441
H 5.5797 -0.6274 1.7968
C -4.6358 -1.1734 2.5164
C -0.4474 0.1222 -4.6640
C -4.6816 -1.8854 0.1435
C 4.5220 -1.0466 -2.8429
C -5.1833 4.8524 -0.9341
H -7.2000 4.2287 -0.6874
H -2.3988 0.5850 -1.9516
C 0.1131 2.8034 3.1809
C -3.5025 3.2546 -0.1712
Br -0.2398 5.5012 2.4636
H 3.8105 -2.2607 -5.1136
N -0.1425 4.1705 -0.5247
O 0.1447 -1.5632 -0.0346
C 2.4768 3.9872 -2.7132
H -4.4916 -0.4241 4.4911
C 1.1443 0.9547 6.2534
C 0.2629 0.8885 -2.3438
C -1.4715 4.0732 -0.4890
C -2.9118 -4.8151 -1.6205
H 1.5887 -4.4915 -2.4729
As 3.4023 0.1988 2.9397
H -5.0448 -1.1431 -0.5701
H 3.2483 -4.6329 2.1471
N 0.2174 0.5011 3.6834
C 2.9062 -4.5906 1.1242
C 2.1297 -3.5189 0.7078
H -2.7149 -4.4010 -3.7155
H 1.0331 -1.1641 6.4634
H 3.4639 4.3121 -2.4185
C 3.2332 -5.6102 0.2494
N -2.3346 0.2199 1.9975
C 4.6036 -0.2941 1.4520
C -0.0415 3.1345 -3.4605
H 2.7308 2.0539 -1.8639
H 0.8463 5.4602 5.1986
O -2.3869 1.0746 4.1139
C 1.1444 -1.6273 -2.2868
N -4.0773 -1.2244 1.2762
O -0.3279 1.1214 -1.1274
H 0.2909 5.0617 -0.6830
H -0.3076 5.0929 -4.2619
C 0.6331 -2.4159 -1.0499
H 2.1320 -1.6917 -5.2549
C 1.6355 4.8512 -3.3919
C 0.0729 -1.8799 4.0165
```

Results
Kohn-Sham gap (alpha / beta): 0.2815 / 0.2474 Eh
molecular weight: 1394.1 g/mol
LUMO (alpha / beta): 0.0155 / -0.0307 hartree
spin multiplicity: 4
energy above the lowest of the compared OMol25 structures with the same formula, charge and spin: 28.1 kcal per mole

Results of the Mulliken charge analysis, in e, for atoms 1 through 8: 0.13 0.42 0.42 -1.21 0.49 -0.26 -0.59 0.12

---

No. 3
Molecular formula: C56H55Br2N4NaO4P2S
Method: DFT, ωB97M-V with the def2-TZVPD basis set

The geometry in XYZ format:
```
125
Properties=species:S:1:pos:R:3
H -4.7858 -2.6329 -0.4136
C 3.1547 0.9058 0.1420
C 3.0110 3.2970 0.2295
H 5.2420 -1.7183 2.4824
C -2.9511 2.5758 -0.6426
H 3.0501 -3.8092 2.1433
H -3.7832 1.6606 3.3191
H 1.7729 -6.0424 -0.1632
H -0.3485 4.2127 3.5752
O 1.1359 1.9935 -2.6208
O -0.5297 -2.8133 -1.8646
C 4.3042 -0.5775 -2.9479
C 1.0210 -2.6718 -0.0195
H 3.2926 4.2407 0.6800
C -1.7066 -2.9823 0.1407
H -6.1253 2.3143 0.5124
Br -3.0705 4.1318 4.7797
H -1.6012 -5.1032 -0.3323
C 1.8212 2.0806 -1.4492
H 3.0097 -5.2614 -2.1756
C 3.4201 -0.4025 -5.5734
C 0.7924 3.9546 -3.9053
H 0.3320 5.6682 -5.1037
H 0.9710 -2.0288 0.8485
C 4.7770 -0.4356 -5.2991
C -2.7187 -0.1216 1.5397
C 2.2952 1.9383 5.5208
C -2.2234 -4.1422 2.4139
C 3.3334 -2.7924 2.4215
H 4.3002 1.1883 5.7438
H 3.2220 -2.8951 -2.6676
H 5.3544 -3.3689 1.9138
H -2.6560 -1.7306 -1.2563
C -2.4932 -1.0860 -4.3871
C 2.2699 0.8631 -0.9246
C -2.1442 3.0131 3.5731
H -3.3482 5.5443 0.9569
C -4.4725 0.2487 -4.1637
C -1.8721 3.9902 -3.1591
H -5.4860 0.4848 -4.4571
H -3.2327 -4.4869 -0.0094
C 5.2188 -0.5228 -3.9837
C -2.5613 0.7030 -2.7679
C 3.4246 0.1998 4.0758
C -3.8613 0.9923 -3.1676
P -1.6275 1.6315 -1.4926
C -3.7905 -0.7932 -4.7785
C -4.5524 -1.6016 1.4261
C -5.1569 2.7586 0.3256
C -4.2085 2.0370 -0.3850
C 2.1498 3.2929 -0.8591
C 3.5326 2.1104 0.7199
C 1.9709 -2.2075 -1.0943
H 4.2351 2.1213 1.5424
H 5.1287 -3.0550 3.6272
H 2.6059 2.7717 4.8906
C 2.5035 -0.4618 -4.5307
O 1.5895 -0.3198 2.2261
C 2.5008 -4.5511 -1.5402
H -1.7701 -4.2779 3.3925
C -2.6594 3.8473 -0.1473
H 3.0360 -2.1779 1.5697
H 0.7639 2.7013 1.9375
H 1.5504 -2.9636 3.6600
Na 0.1254 -0.1442 0.4730
C -4.1328 -2.0779 0.2415
C 2.6126 -3.1769 -1.8197
H 1.3118 1.6175 5.1749
C -3.6000 4.5635 0.5741
H -1.6835 4.2872 -0.3260
H 6.2784 -0.5424 -3.7677
C 4.8440 -2.7234 2.6271
H 1.4421 -0.4274 -4.7406
C 3.3140 0.8124 5.4643
H 5.4943 -0.3875 -6.1075
H 3.5471 -0.0233 0.5344
N -2.2400 -0.5193 0.3670
C -1.5117 -3.0799 1.6360
C -3.7989 -0.6786 2.2027
H -0.8863 -0.6027 -3.0562
C -2.7653 1.8992 3.0573
H 2.9896 -2.5517 4.5825
S 1.9072 -0.6884 3.6455
N -0.8271 1.4237 1.7633
H -1.9546 -1.9062 -4.8411
N -0.8391 -2.1427 2.1708
C -2.0671 1.1057 2.1431
C -1.8852 -0.3437 -3.3866
C -0.8535 3.3396 3.1903
C -1.3885 4.9440 -4.0364
C 2.4820 -2.3969 3.6272
C 1.7894 -4.9897 -0.4159
P 1.6536 -0.5802 -1.9150
H 3.0695 0.0366 6.1939
H -2.4225 -4.1077 -1.5350
H 1.7669 4.2137 -1.2749
C 2.9381 -0.5573 -3.2151
O -0.8595 -2.2017 3.5822
H 2.1783 2.3120 6.5364
C -4.8581 4.0227 0.8077
H -5.5942 4.5820 1.3697
H -2.2133 -5.0847 1.8747
H 3.0695 -0.3270 -6.5932
H 1.8335 3.8962 -4.1881
H -4.1315 -0.3646 3.1755
N -0.4529 -2.6242 -0.6311
H -4.4498 1.0380 -0.7246
H -2.9188 4.0092 -2.8797
H -0.5534 -1.3235 3.8354
H 4.6525 -0.6366 -1.9236
H -3.2653 -3.8491 2.5603
H -4.4106 1.8073 -2.7061
C 1.1569 -4.0867 0.3821
C 0.2791 3.0190 -3.0201
Br -6.2964 -2.0461 2.0547
C -2.7187 -1.7724 -0.1628
H -4.2726 -1.3783 -5.5489
C -0.0505 4.9296 -4.4125
C -2.2735 -4.2554 -0.4678
C -1.0482 3.0021 -2.6209
H 4.2779 -0.4693 3.9839
H 3.4977 0.9710 3.3076
H -2.0563 5.6941 -4.4364
C -0.2459 2.5003 2.2775
H 0.6574 -4.3974 1.2898
```

Results
Kohn-Sham gap (alpha / beta): 0.1865 / 0.2227 Eh
molecular weight: 1124.9 g/mol
LUMO (alpha / beta): -0.0343 / 0.0008 hartree
energy above the lowest of the compared OMol25 structures with the same formula, charge and spin: 48.9 kcal per mole

Results of the Mulliken charge analysis, in e, for atoms 1 through 8: 0.70 0.04 -1.44 0.33 0.35 0.47 0.66 0.46

---

Which formula does entry 2 have? C56H54AsBr2N5O7ReS2

---

Which formula does entry 3 have? C56H55Br2N4NaO4P2S

---

Among the records above, which one has the lowest molecular weight? C56H52BrN4OP2SV

---

Which of these has the lowest energy above the lowest of the compared OMol25 structures with the same formula, charge and spin? C56H52BrN4OP2SV